1.
Below is a cluster of 21 separate species, C21H84N42O21 in total, with properties calculated with ωB97M-V/def2-TZVPD.

Summary:
Lowest unoccupied orbital energy in eV: 0.2
Frontier orbital gap in hartree: 0.354
Energy in hartree: -4731.36565
HOMO in Eh: -0.34575

Structure (ORCA input):
```
! wB97M-V def2-TZVPD RIJCOSX def2/J DEFGRID3
* xyz 0 1
C 0.667 0.480 -4.020
O 0.378 0.787 -2.817
N -0.115 0.649 -5.184
N 1.894 -0.128 -4.325
H 0.408 0.569 -6.037
H -1.150 0.868 -5.009
H 2.596 -0.453 -3.621
H 1.916 -0.535 -5.250
C -2.436 -2.366 -3.089
O -3.606 -2.102 -2.857
N -1.858 -2.334 -4.320
N -1.569 -2.822 -2.152
H -0.835 -2.493 -4.399
H -2.227 -1.740 -5.056
H -0.649 -3.099 -2.447
H -1.918 -3.131 -1.247
C -5.225 -5.757 -1.215
O -4.879 -6.095 -0.085
N -5.499 -6.582 -2.324
N -5.305 -4.417 -1.670
H -6.047 -6.026 -2.994
H -5.756 -7.546 -2.170
H -4.818 -3.775 -1.108
H -5.238 -4.217 -2.655
C 1.024 -3.531 1.888
O 0.516 -3.797 0.738
N 1.954 -2.554 2.085
N 0.787 -4.231 3.038
H 2.132 -1.802 1.419
H 2.596 -2.533 2.877
H 0.145 -5.027 3.033
H 1.147 -3.984 3.934
C 6.602 1.627 -5.438
O 7.226 1.532 -6.499
N 5.296 1.281 -5.217
N 7.055 2.256 -4.296
H 4.865 1.504 -4.319
H 4.785 0.805 -5.952
H 6.404 2.636 -3.635
H 7.875 2.840 -4.426
C 2.029 -0.053 6.020
O 2.648 -1.085 5.739
N 0.665 0.063 6.038
N 2.652 1.102 6.407
H 0.236 -0.693 5.540
H 0.393 1.056 5.926
H 3.133 0.933 7.305
H 2.134 1.996 6.470
C 1.489 -3.074 -6.992
O 1.187 -2.020 -6.381
N 2.281 -4.015 -6.435
N 1.009 -3.362 -8.263
H 2.556 -3.928 -5.484
H 2.462 -4.887 -6.932
H 1.330 -4.103 -8.799
H 0.360 -2.709 -8.703
C -5.212 2.692 1.905
O -5.668 2.045 0.921
N -4.288 2.232 2.737
N -5.551 3.984 1.986
H -3.780 2.840 3.329
H -3.740 1.421 2.484
H -5.885 4.433 1.130
H -5.091 4.683 2.529
C 3.965 2.446 -1.659
O 5.003 2.839 -2.263
N 4.039 2.192 -0.314
N 2.771 2.273 -2.227
H 4.768 2.722 0.128
H 3.245 2.159 0.307
H 2.558 2.400 -3.201
H 1.960 1.935 -1.753
C 0.737 -0.137 0.156
O 1.406 0.952 0.345
N -0.413 -0.403 0.848
N 1.206 -1.072 -0.704
H -0.634 0.323 1.542
H -1.077 -0.981 0.484
H 1.734 -0.760 -1.497
H 0.578 -1.867 -0.752
C -3.310 1.691 -3.864
O -2.877 0.936 -4.782
N -4.586 2.040 -3.725
N -2.414 2.164 -2.973
H -5.198 1.597 -4.390
H -4.938 2.382 -2.821
H -2.640 2.928 -2.315
H -1.520 1.670 -2.831
C -3.224 -4.864 2.670
O -2.788 -4.283 3.679
N -2.476 -4.920 1.546
N -4.425 -5.510 2.760
H -2.871 -5.301 0.663
H -2.008 -4.007 1.485
H -4.797 -5.997 1.988
H -4.837 -5.298 3.642
C -2.003 -0.916 4.231
O -1.657 0.001 3.481
N -1.178 -1.996 4.559
N -3.219 -0.811 4.907
H -1.696 -2.891 4.630
H -0.504 -2.155 3.805
H -3.703 -0.007 4.634
H -3.243 -1.073 5.879
C 1.813 -4.906 -2.303
O 2.588 -5.087 -3.228
N 0.936 -5.814 -1.806
N 1.865 -3.738 -1.588
H 0.756 -6.594 -2.373
H 0.329 -5.535 -1.057
H 2.801 -3.324 -1.617
H 1.475 -3.768 -0.647
C -0.909 4.139 0.610
O -1.861 4.925 0.731
N 0.411 4.407 0.725
N -1.175 2.815 0.342
H 0.707 5.319 0.885
H 0.969 3.659 1.044
H -2.143 2.564 0.245
H -0.548 2.032 0.213
C 4.209 0.290 2.554
O 3.665 1.398 2.553
N 4.711 -0.220 3.632
N 4.206 -0.370 1.432
H 4.475 0.241 4.484
H 4.854 -1.185 3.692
H 3.850 0.123 0.653
H 4.917 -1.067 1.231
C -0.063 7.920 0.655
O 0.817 8.778 0.522
N -0.209 7.136 1.879
N -1.021 7.556 -0.250
H -0.785 6.334 1.855
H 0.399 7.310 2.656
H -1.502 6.710 -0.005
H -0.804 7.644 -1.255
C -3.880 -1.367 0.687
O -2.918 -2.169 0.669
N -4.081 -0.522 -0.326
N -4.813 -1.281 1.724
H -3.348 -0.467 -1.059
H -4.639 0.331 -0.172
H -5.686 -0.766 1.665
H -4.803 -2.067 2.397
C -2.872 5.232 5.214
O -3.925 5.324 4.605
N -1.624 5.295 4.674
N -2.857 5.100 6.518
H -1.687 5.185 3.652
H -0.857 4.715 5.105
H -3.825 5.023 6.782
H -2.081 4.752 7.037
C 1.141 2.837 4.104
O 0.431 3.054 5.101
N 2.446 3.401 4.026
N 0.677 2.046 3.113
H 3.127 2.961 3.429
H 2.700 3.736 4.906
H -0.268 1.705 3.219
H 1.210 1.789 2.319
C 5.336 -0.993 -2.847
O 4.193 -1.076 -2.371
N 5.771 -2.045 -3.608
N 6.280 -0.103 -2.484
H 5.245 -2.877 -3.599
H 6.682 -2.054 -3.995
H 5.963 0.657 -1.842
H 7.009 0.248 -3.057
*
```

2.
Below is the molecule HIO2, with properties calculated with ωB97M-V/def2-TZVPD.

Summary:
Lowest unoccupied orbital energy (alpha / beta) in eV: -2.3 / -2.2
Frontier orbital gap (alpha / beta) in hartree: 0.277 / 0.278
Energy in hartree: -448.60645
SMILES: OOI
HOMO (alpha / beta) in Eh: -0.36200 / -0.35856

Structure (ORCA input):
```
! wB97M-V def2-TZVPD RIJCOSX def2/J DEFGRID3
* xyz 0 1
O 0.177 0.510 -0.820
O -0.195 -0.584 -0.013
I 0.643 -0.799 2.097
H -0.625 0.873 -1.263
*
```

3.
Below is a structure of composition C28H29N9O6OsS3, with properties calculated with ωB97M-V/def2-TZVPD.

Summary:
Lowest unoccupied orbital energy (alpha / beta) in eV: -3.4 / -3.4
Frontier orbital gap (alpha / beta) in hartree: 0.148 / 0.148
Energy in hartree: -3313.78337
HOMO (alpha / beta) in Eh: -0.27282 / -0.27282

Structure (ORCA input):
```
! wB97M-V def2-TZVPD RIJCOSX def2/J DEFGRID3
* xyz 0 1
Os 0.243 1.330 1.557
O -5.643 -2.534 -3.349
S -6.087 -3.287 -2.160
O -6.313 -2.401 -1.027
O -7.069 -4.299 -2.390
C -4.510 -4.112 -1.800
N -4.184 -5.211 -2.475
C -2.952 -5.664 -2.300
C -2.005 -5.011 -1.514
C -2.447 -3.871 -0.871
N -3.707 -3.445 -0.982
C -1.604 -2.913 -0.101
C -0.278 -2.649 -0.414
C 0.331 -1.524 0.119
N -0.307 -0.691 0.948
C -1.547 -1.031 1.358
C -2.223 -2.110 0.858
H -2.696 -6.578 -2.825
H -0.997 -5.389 -1.411
H 0.264 -3.254 -1.129
H 1.339 -1.257 -0.161
H -2.005 -0.362 2.075
H -3.246 -2.304 1.147
O 9.887 2.023 -0.076
S 9.363 0.677 0.053
O 8.665 0.406 1.294
O 10.225 -0.383 -0.416
C 8.021 0.707 -1.182
N 8.335 0.664 -2.484
C 7.333 0.711 -3.342
C 5.998 0.802 -2.951
C 5.785 0.852 -1.587
N 6.784 0.806 -0.715
C 4.447 0.949 -0.946
C 3.250 1.044 -1.648
C 2.055 1.127 -0.965
N 2.001 1.117 0.377
C 3.160 1.028 1.063
C 4.382 0.943 0.449
H 7.594 0.674 -4.395
H 5.205 0.829 -3.685
H 3.229 1.058 -2.728
H 1.109 1.201 -1.483
H 3.079 1.025 2.144
H 5.303 0.870 1.016
C -1.733 3.523 4.068
C -0.268 3.098 4.111
C 0.028 2.252 5.350
C 0.664 4.304 4.030
N -0.032 2.276 2.931
H -1.945 4.178 4.914
H -2.388 2.654 4.129
H -1.948 4.068 3.148
H -0.109 2.859 6.245
H 1.056 1.892 5.334
H -0.646 1.397 5.404
H 0.482 4.962 4.880
H 0.487 4.864 3.112
H 1.707 3.989 4.054
C -5.840 0.585 -0.039
C -4.497 0.514 -0.670
C -4.192 -0.292 -1.741
C -2.883 -0.327 -2.200
N -1.909 0.430 -1.648
C -2.228 1.234 -0.673
S -1.017 2.371 -0.050
N -3.489 1.277 -0.176
C -2.511 -1.213 -3.336
H -6.444 -0.242 -0.416
H -6.313 1.545 -0.262
H -5.758 0.487 1.045
H -4.953 -0.917 -2.202
H -3.670 1.916 0.588
H -3.340 -1.870 -3.593
H -1.615 -1.784 -3.086
H -2.263 -0.594 -4.202
*
```

4.
Below is a structure of composition C10H17Cl3O2Pd, with properties calculated with ωB97M-V/def2-TZVPD.

Summary:
Lowest unoccupied orbital energy (alpha / beta) in eV: 5.4 / 3.8
Frontier orbital gap (alpha / beta) in hartree: 0.166 / 0.157
Energy in hartree: -2050.03302
HOMO (alpha / beta) in Eh: 0.03163 / -0.01569

Structure (ORCA input):
```
! wB97M-V def2-TZVPD RIJCOSX def2/J DEFGRID3
* xyz -2 5
C 0.442 1.051 -1.748
C 1.448 -0.002 -1.905
C 2.527 0.294 -1.019
C 1.393 -1.151 -2.813
C 2.197 1.470 -0.270
C 0.952 1.967 -0.730
C 0.327 3.239 -0.361
C -0.622 1.426 -2.682
C 3.717 -0.540 -0.788
C 3.038 2.051 0.830
Pd -0.515 -0.612 -0.301
Cl 1.163 -2.887 -0.698
Cl -1.572 -1.543 -2.162
O 0.080 0.343 1.367
H 0.468 -1.114 -3.397
H 1.199 -2.172 -2.120
H 2.309 -1.341 -3.348
H 3.468 -1.589 -0.966
H 4.066 -0.506 0.253
H 4.590 -0.329 -1.411
H 3.471 1.229 1.427
H 2.373 2.651 1.469
H 3.876 2.699 0.464
H 0.478 3.440 0.706
H -0.740 3.148 -0.574
H 0.740 4.081 -0.952
H -1.053 0.510 -3.111
H -0.216 2.083 -3.468
H -1.393 1.953 -2.107
H -0.281 -0.235 2.056
O -1.949 0.747 -0.134
H -1.710 0.812 0.837
Cl -2.025 -1.734 1.270
*
```

5.
Below is a structure of composition C17H20As2NO4Os, with properties calculated with ωB97M-V/def2-TZVPD.

Summary:
Lowest unoccupied orbital energy (alpha / beta) in eV: -10.1 / -13.7
Frontier orbital gap (alpha / beta) in hartree: 0.275 / 0.186
Energy in hartree: -5576.63066
HOMO (alpha / beta) in Eh: -0.64700 / -0.69091

Structure (ORCA input):
```
! wB97M-V def2-TZVPD RIJCOSX def2/J DEFGRID3
* xyz 3 5
Os 1.113 0.118 0.549
O 4.913 -1.344 1.197
C 3.701 -0.948 1.212
O 3.124 -0.412 0.233
C 2.916 -1.120 2.464
C 3.299 -1.676 3.683
C 2.369 -1.690 4.722
C 1.101 -1.138 4.544
C 0.795 -0.613 3.295
N 1.675 -0.629 2.302
C -0.540 0.045 2.875
O -1.457 0.188 3.612
O -0.504 0.403 1.601
H 5.423 -1.186 0.374
H 4.291 -2.091 3.812
H 2.626 -2.125 5.679
H 0.370 -1.124 5.341
C 0.896 2.586 -2.615
As 0.165 1.914 -0.921
C -0.164 3.576 0.034
C -1.634 1.207 -1.362
C -2.635 2.142 -1.598
C -3.938 1.697 -1.792
C -4.231 0.348 -1.750
C -3.229 -0.591 -1.552
C -1.917 -0.153 -1.380
As -0.439 -1.443 -1.310
C -1.240 -3.216 -1.079
C 0.101 -1.474 -3.203
H 0.198 3.334 -3.012
H 1.051 1.805 -3.361
H 1.852 3.083 -2.416
H -0.407 4.389 -0.659
H 0.746 3.871 0.566
H -0.964 3.444 0.766
H -2.418 3.204 -1.616
H -4.720 2.430 -1.961
H -5.250 0.005 -1.898
H -3.466 -1.649 -1.541
H -1.872 -3.258 -0.188
H -0.448 -3.967 -0.985
H -1.821 -3.457 -1.978
H -0.806 -1.410 -3.812
H 0.604 -2.421 -3.416
H 0.770 -0.651 -3.456
*
```

6.
Below is a cluster of 2 separate species, C9H13N6 in total, with properties calculated with ωB97M-V/def2-TZVPD.

Summary:
Lowest unoccupied orbital energy (alpha / beta) in eV: -4.8 / -6.7
Frontier orbital gap (alpha / beta) in hartree: 0.152 / 0.251
Energy in hartree: -678.78238
HOMO (alpha / beta) in Eh: -0.32739 / -0.49818

Structure (ORCA input):
```
! wB97M-V def2-TZVPD RIJCOSX def2/J DEFGRID3
* xyz 1 3
C 2.107 -2.166 -0.356
C 2.577 0.382 0.256
C 1.248 -0.097 0.121
C 3.669 -0.480 -0.067
C -1.766 -0.851 -0.776
C -2.361 -0.593 0.646
C -1.972 0.420 -0.279
C -3.806 -0.661 1.157
C -2.174 1.775 -0.931
N 1.013 -1.417 -0.141
N 3.375 -1.730 -0.448
N 2.490 1.714 0.481
N 1.195 1.937 0.546
N 0.418 0.911 0.358
N 4.899 -0.043 -0.127
H 1.903 -3.149 -0.727
H -0.735 -1.286 -0.642
H -2.366 -1.151 -1.590
H -1.600 -0.753 1.466
H -3.995 0.138 1.906
H -4.144 -1.646 1.623
H -4.576 -0.361 0.411
H -1.813 1.746 -1.974
H -1.799 2.456 -0.237
H -3.213 1.942 -0.845
H 0.730 2.726 0.846
H 5.162 1.012 -0.035
H 5.533 -0.777 -0.642
*
```

Question: Which of these has the lowest energy?
Answer: C17H20As2NO4Os

Question: Number 5 is which compound?
Answer: C17H20As2NO4Os